Record 1
Molecular formula: C7H18BO3P
Method: DFT, the ωB97M-V functional and the def2-TZVPD basis

Structure (XYZ):
```
30
Properties=species:S:1:pos:R:3:forces:R:3
B 3.181 -1.289 0.876 0.0 -0.3 -0.1
C 2.133 -0.145 0.898 0.0 0.2 0.1
C 2.381 0.915 -0.210 0.1 -0.1 -0.1
C 1.400 0.878 -1.386 -0.1 -0.2 0.1
P -0.350 1.229 -1.062 0.2 0.5 -0.2
O -0.841 2.383 -1.816 -0.1 0.0 -0.1
O -1.203 -0.080 -1.403 0.2 -0.2 0.2
C -0.742 -1.425 -1.160 -0.5 -0.1 -0.1
C -1.817 -2.248 -0.443 0.3 0.0 0.1
O -0.420 1.429 0.519 -0.1 -0.4 0.1
C -1.498 0.885 1.307 0.1 0.3 0.1
C -2.832 1.543 1.006 0.1 -0.1 0.1
H 4.343 -1.055 1.007 0.0 0.1 0.0
H 2.857 -2.431 0.719 0.0 0.0 0.0
H 1.109 -0.505 0.880 -0.1 0.0 0.0
H 2.236 0.361 1.865 0.1 0.0 0.1
H 3.372 0.745 -0.636 0.1 0.1 0.0
H 2.408 1.915 0.216 -0.1 0.1 0.1
H 1.475 -0.086 -1.893 -0.1 0.0 -0.1
H 1.653 1.633 -2.128 0.2 0.1 0.0
H -0.545 -1.857 -2.138 0.2 0.0 -0.1
H 0.176 -1.428 -0.583 0.1 0.1 0.0
H -2.700 -1.641 -0.267 -0.1 0.0 -0.1
H -1.455 -2.604 0.521 0.0 0.0 0.1
H -2.082 -3.125 -1.027 -0.2 0.0 -0.1
H -1.532 -0.193 1.177 0.0 -0.1 -0.1
H -1.209 1.079 2.338 0.1 0.0 0.1
H -2.944 1.747 -0.056 0.0 -0.1 -0.1
H -3.637 0.886 1.331 -0.1 0.0 0.0
H -2.917 2.481 1.549 0.0 0.1 -0.1
```
Positions in Å, forces in eV/Å.

Output
SMILES: BCCCP(=O)(OCC)OCC
HOMO: -10.21 eV
total charge: 0

Atomic partial charges in e from the natural (NBO) method, atoms 1 to 5:
1. B 0.501
2. C -0.807
3. C -0.367
4. C -0.820
5. P 2.389


Record 2
Molecular formula: HNO2S
Method: DFT, the ωB97M-V functional and the def2-TZVPD basis

Structure (XYZ):
```
5
Properties=species:S:1:pos:R:3:forces:R:3
O 2.325 -0.250 -0.106 -1.8 0.7 0.1
N 1.089 -0.348 -0.156 2.4 -2.5 -0.8
S -0.051 0.632 0.202 -0.6 1.7 0.6
O -1.376 -0.330 -0.078 3.7 -2.2 -0.9
H -1.988 0.296 0.138 -3.7 2.4 0.9
```
Positions in Å, forces in eV/Å.

Output
energy above the lowest of the compared OMol25 structures with the same formula, charge and spin: 46.02 kcal/mol
SMILES: O=NSO
HOMO: -9.12 eV
total charge: 0

Need the natural (NBO) charges? In units of e they are:
1. O -0.333
2. N -0.193
3. S 0.853
4. O -0.795
5. H 0.468


Record 3
Molecular formula: C21H38FN7O5S
Method: DFT, the ωB97M-V functional and the def2-TZVPD basis

Structure (XYZ):
```
73
Properties=species:S:1:pos:R:3:forces:R:3
F -3.340 5.540 3.891 0.6 -0.7 0.6
C -2.689 4.345 3.781 0.4 -0.5 -0.2
C -1.955 3.775 4.910 -0.5 1.0 0.3
C -1.267 2.598 4.855 -0.3 0.0 -1.2
C -1.280 1.913 3.587 0.0 0.3 0.4
N -0.643 0.734 3.311 -1.6 1.7 -1.4
S -1.048 0.509 1.757 0.7 -1.5 -0.8
N -1.974 1.747 1.320 0.9 0.0 2.4
C -2.018 2.484 2.476 -0.3 0.2 -0.4
C -2.737 3.726 2.569 0.4 -0.5 0.5
H -1.960 4.314 5.864 -0.1 0.0 -0.5
H -0.709 2.191 5.702 -0.3 0.2 -0.3
H -3.279 4.117 1.706 0.2 -0.1 0.4
C -0.501 -1.307 -1.991 0.0 0.0 -0.1
O -0.138 -1.577 -0.861 0.0 0.1 0.0
N -0.098 -0.236 -2.700 -0.2 -0.1 -0.1
C -0.574 0.019 -4.042 0.2 0.1 0.2
C 0.845 0.692 -2.100 0.0 -0.2 0.3
H -1.215 -1.945 -2.541 0.0 0.0 0.0
H 0.275 0.037 -4.729 -0.1 0.0 -0.1
H -1.083 0.986 -4.070 0.0 0.0 -0.2
H -1.271 -0.757 -4.357 0.0 0.0 0.1
H 1.760 0.161 -1.847 0.0 0.1 0.0
H 0.413 1.103 -1.185 0.1 0.1 0.0
H 1.071 1.499 -2.793 0.0 -0.1 -0.1
C 2.924 -0.965 -5.195 0.1 -0.1 0.0
O 2.878 -0.822 -3.986 0.0 0.0 0.0
N 3.210 -2.117 -5.828 -0.1 0.2 -0.1
C 3.246 -2.211 -7.275 0.0 -0.1 0.2
C 3.493 -3.304 -5.035 0.1 0.2 0.2
H 2.726 -0.128 -5.889 0.0 0.0 0.0
H 2.513 -2.947 -7.608 0.1 0.0 -0.1
H 4.242 -2.525 -7.593 -0.1 0.0 -0.1
H 3.015 -1.247 -7.728 0.0 0.0 0.1
H 2.633 -3.532 -4.405 0.1 -0.1 0.0
H 4.353 -3.108 -4.392 -0.1 0.0 0.1
H 3.703 -4.148 -5.683 -0.1 0.1 -0.1
C 1.116 -5.511 -7.154 -0.1 0.0 0.1
O 2.319 -5.478 -6.964 -0.1 -0.1 -0.2
N 0.518 -6.069 -8.224 -0.1 0.1 0.1
C -0.923 -6.072 -8.387 0.2 -0.1 -0.2
C 1.346 -6.687 -9.246 0.2 0.1 0.2
H 0.401 -5.070 -6.439 0.0 0.0 0.0
H -1.280 -7.102 -8.444 -0.1 0.1 0.0
H -1.185 -5.548 -9.308 -0.1 0.0 0.0
H -1.405 -5.576 -7.546 0.1 0.0 0.0
H 1.935 -7.489 -8.801 0.0 0.0 -0.1
H 2.029 -5.944 -9.659 0.0 -0.1 -0.1
H 0.722 -7.091 -10.041 -0.1 0.0 0.1
C -1.979 -1.046 7.466 0.0 0.0 0.0
O -2.027 -0.894 8.671 0.0 -0.1 0.0
N -1.700 -2.208 6.840 -0.1 0.2 -0.1
C -1.660 -2.311 5.394 0.1 -0.2 0.2
C -1.432 -3.389 7.641 -0.1 0.2 0.2
H -2.166 -0.213 6.765 0.0 0.0 -0.1
H -2.400 -3.043 5.064 0.1 0.0 -0.2
H -0.663 -2.636 5.087 -0.1 0.0 -0.2
H -1.872 -1.351 4.927 0.0 0.0 0.1
H -2.297 -3.606 8.270 0.1 -0.1 0.0
H -0.573 -3.202 8.288 0.0 -0.1 0.0
H -1.225 -4.240 6.997 0.0 0.1 -0.1
C 0.567 9.021 6.873 0.0 0.1 0.0
O 1.435 9.181 7.708 0.0 -0.1 0.0
N 0.113 7.823 6.447 -0.1 0.2 -0.1
C -0.927 7.705 5.444 0.2 -0.2 0.2
C 0.687 6.615 7.013 0.1 0.2 0.1
H 0.067 9.872 6.381 0.0 0.0 0.0
H -1.779 7.166 5.865 -0.1 0.0 -0.2
H -0.545 7.152 4.582 -0.1 0.0 -0.1
H -1.258 8.688 5.114 0.0 0.0 0.1
H 0.532 6.610 8.093 0.1 -0.1 0.0
H 1.761 6.597 6.819 0.0 -0.1 0.1
H 0.222 5.736 6.572 0.0 0.1 -0.1
```
Positions in Å, forces in eV/Å.

Output
HOMO: -9.05 eV
total charge: 0

Atomic partial charges in e from the Löwdin method, atoms 1 to 5:
1. F 0.038
2. C -0.242
3. C -0.016
4. C -0.018
5. C -0.368


Record 4
Molecular formula: C31H77IN3O9S
Method: DFT, the ωB97M-V functional and the def2-TZVPD basis

Structure (XYZ):
```
122
Properties=species:S:1:pos:R:3:forces:R:3
C 2.588 -1.982 1.124 0.2 0.1 0.1
C 2.608 -2.156 -0.403 0.0 -0.1 0.0
O 1.578 -3.053 -0.815 0.0 0.3 0.1
C 2.456 -0.836 -1.157 0.0 -0.2 0.0
O 1.438 -0.010 -0.574 0.1 0.3 -0.1
C 0.337 0.265 -1.383 0.0 0.0 0.1
N -0.506 -0.959 -1.414 -0.1 0.5 0.2
C -1.092 -0.948 -0.164 -0.4 0.0 0.3
N -1.590 -2.006 0.417 0.3 0.2 0.0
C -1.649 -3.355 -0.151 0.0 -0.2 -0.3
C -3.052 -3.949 0.024 0.0 0.0 0.0
C -4.209 -2.987 -0.294 0.1 0.0 -0.2
S -4.745 -2.171 1.246 0.2 -0.1 0.2
N -1.093 0.282 0.420 1.0 -0.3 -0.3
C -0.811 0.480 1.850 -0.3 -0.1 0.2
C -0.540 1.205 -0.569 -0.7 -0.1 -0.2
I -2.165 1.881 -1.841 0.0 0.2 -0.1
H 2.842 -0.959 1.423 0.0 -0.2 0.0
H 3.305 -2.653 1.612 -0.2 0.1 -0.1
H 1.591 -2.217 1.507 0.1 0.1 -0.1
H 3.587 -2.562 -0.708 -0.2 0.1 0.0
H 1.943 -3.940 -0.895 0.1 -0.3 -0.2
H 2.211 -1.054 -2.204 0.1 0.0 0.2
H 3.393 -0.268 -1.113 -0.2 -0.1 0.0
H 0.624 0.616 -2.377 -0.2 -0.1 0.0
H -1.162 -1.033 -2.188 0.1 -0.2 -0.1
H -2.056 -1.870 1.305 -0.2 0.1 0.0
H -0.903 -3.979 0.351 -0.1 0.1 -0.1
H -1.360 -3.300 -1.207 -0.1 0.1 0.3
H -3.150 -4.309 1.058 -0.1 -0.1 -0.2
H -3.117 -4.824 -0.637 0.1 0.1 0.2
H -5.050 -3.543 -0.712 0.1 0.1 0.1
H -3.919 -2.235 -1.040 0.0 -0.2 0.1
H -5.351 -1.101 0.708 -0.1 0.0 -0.1
H -1.739 0.534 2.425 0.1 0.1 -0.1
H -0.246 1.407 1.972 -0.1 -0.2 0.1
H -0.205 -0.356 2.223 -0.1 0.2 -0.1
H -0.127 2.127 -0.168 0.3 -0.4 0.2
C 3.607 1.123 3.446 -0.1 0.0 0.0
C 2.892 1.934 2.378 0.1 0.0 0.0
C 3.792 2.997 1.771 -0.1 0.0 0.0
O 1.694 2.517 2.897 -0.1 -0.1 -0.1
H 3.925 1.774 4.264 0.0 0.0 0.0
H 2.946 0.361 3.861 0.0 0.0 0.0
H 4.494 0.633 3.042 0.0 0.0 0.0
H 2.540 1.269 1.585 0.0 0.0 0.0
H 4.117 3.702 2.541 0.0 0.0 0.0
H 3.260 3.559 1.003 0.0 0.0 0.0
H 4.683 2.553 1.325 0.0 0.0 0.0
H 1.940 3.129 3.598 -0.1 0.1 0.0
C -6.852 2.473 -1.399 0.0 -0.1 0.0
C -6.664 1.645 -0.140 -0.1 0.2 0.1
C -5.781 2.344 0.879 0.0 -0.3 0.0
O -6.113 0.360 -0.466 0.0 0.1 0.0
H -5.883 2.659 -1.875 0.0 0.0 0.0
H -7.486 1.948 -2.113 0.0 0.0 0.0
H -7.304 3.439 -1.173 0.0 0.0 0.0
H -7.638 1.431 0.303 0.0 -0.1 0.0
H -4.792 2.459 0.437 0.2 0.2 0.0
H -5.678 1.730 1.775 0.0 0.0 0.0
H -6.166 3.322 1.166 0.0 0.0 -0.1
H -5.265 0.523 -0.896 0.0 0.0 -0.1
C 5.119 -6.988 -0.843 -0.1 0.0 0.1
C 4.276 -6.225 -1.847 0.0 -0.1 -0.2
C 5.102 -5.300 -2.723 -0.1 0.1 0.0
O 3.254 -5.472 -1.166 0.0 0.2 0.2
H 5.647 -6.291 -0.187 0.0 0.0 0.0
H 4.493 -7.639 -0.234 0.0 0.0 0.0
H 5.867 -7.598 -1.349 0.0 0.0 0.0
H 3.725 -6.930 -2.471 0.0 0.0 0.0
H 5.618 -4.556 -2.112 0.1 0.0 0.0
H 4.461 -4.783 -3.438 0.0 0.0 0.0
H 5.858 -5.857 -3.278 0.0 0.0 0.0
H 3.734 -4.870 -0.585 0.1 -0.1 0.1
C -2.100 5.358 0.070 -0.1 -0.1 0.1
C -2.806 6.256 -0.932 0.1 0.0 0.0
C -1.888 7.343 -1.466 -0.1 0.0 0.0
O -3.983 6.818 -0.357 0.0 -0.1 -0.1
H -1.765 5.932 0.939 0.0 0.0 0.0
H -2.782 4.583 0.427 0.0 0.0 0.0
H -1.226 4.878 -0.376 0.0 0.0 0.0
H -3.173 5.653 -1.767 0.0 0.0 0.0
H -1.546 7.981 -0.646 0.0 0.0 0.0
H -2.415 7.969 -2.186 0.0 0.0 0.0
H -1.009 6.917 -1.952 0.0 0.0 0.0
H -3.714 7.368 0.386 0.0 0.0 0.0
C 9.972 -3.726 -0.308 0.0 0.0 -0.1
C 8.728 -4.418 0.223 0.1 0.0 0.0
C 9.069 -5.597 1.119 -0.1 0.0 0.0
O 7.877 -4.829 -0.852 0.0 0.1 0.1
H 10.563 -4.423 -0.908 0.0 0.0 0.0
H 9.702 -2.881 -0.940 0.0 0.0 0.0
H 10.600 -3.366 0.507 0.0 0.0 0.0
H 8.126 -3.699 0.784 0.0 0.0 0.0
H 9.635 -6.345 0.558 0.0 0.0 0.0
H 8.162 -6.071 1.495 0.0 0.0 0.0
H 9.675 -5.283 1.970 0.0 0.0 0.0
H 8.367 -5.467 -1.381 0.0 0.0 -0.1
C -2.451 8.427 3.798 0.0 0.0 -0.1
C -2.071 6.999 4.157 0.0 0.1 0.0
C -1.801 6.840 5.643 0.1 -0.1 0.0
O -0.948 6.564 3.385 0.0 -0.1 0.0
H -1.634 9.109 4.048 0.0 0.0 0.0
H -2.648 8.517 2.730 0.0 0.0 0.0
H -3.339 8.749 4.343 0.0 0.0 0.0
H -2.878 6.325 3.861 0.0 0.0 0.0
H -0.966 7.478 5.945 0.0 0.0 0.0
H -1.541 5.808 5.877 0.0 0.0 0.0
H -2.672 7.122 6.235 0.0 0.0 0.0
H -0.202 7.130 3.607 0.0 0.0 0.0
C -4.487 -3.631 -5.091 0.1 0.0 0.0
C -4.933 -2.722 -3.959 -0.1 0.0 -0.1
C -6.205 -1.963 -4.293 0.0 0.1 0.1
O -3.883 -1.811 -3.598 0.1 0.0 0.2
H -4.279 -3.041 -5.988 0.0 0.0 0.0
H -3.578 -4.169 -4.821 0.0 0.0 0.0
H -5.260 -4.358 -5.337 0.0 0.0 0.0
H -5.096 -3.318 -3.059 0.0 0.0 0.0
H -6.044 -1.326 -5.167 0.0 0.0 0.0
H -6.506 -1.328 -3.460 0.0 0.0 0.0
H -7.021 -2.648 -4.520 0.0 0.0 0.0
H -3.708 -1.259 -4.367 0.0 0.1 0.0
```
Positions in Å, forces in eV/Å.

Output
HOMO: -11.22 eV
total charge: +1

Atomic partial charges in e from the Löwdin method, atoms 1 to 5:
1. C -0.013
2. C -0.385
3. O -0.047
4. C -0.114
5. O -0.094